No. 1
{"formula": "C2H3NOS2", "method": "wB97M-V/def2-TZVPD", "species": ["C", "C", "N", "O", "S", "S", "H", "H", "H"], "positions_angstrom": [[0.270, -0.527, -0.145], [-0.128, -0.132, 1.250], [-0.049, 0.606, -1.119], [-1.137, 1.133, -0.983], [-1.210, -1.321, 0.462], [1.042, 0.957, -2.179], [1.147, -1.069, -0.632], [0.581, -0.465, 2.094], [-0.517, 0.819, 1.254]], "charge": 0, "e_above_lowest_kcal_mol": 86.7, "fmax_ha_per_bohr": 0.078, "energy_ev": -27327.0167, "orbital_gap_ev": [8.51, 8.51]}

---

No. 2
{"formula": "C2H3NOS2", "method": "wB97M-V/def2-TZVPD", "species": ["C", "C", "N", "O", "S", "S", "H", "H", "H"], "positions_angstrom": [[0.345, 0.578, 0.139], [0.748, -0.724, -0.261], [-0.882, 0.959, 0.172], [-1.355, 2.038, 0.517], [-0.422, -1.970, 0.442], [-1.933, -0.455, -0.468], [0.955, 1.333, 0.601], [0.750, -0.847, -1.272], [1.794, -0.913, 0.128]], "charge": 0, "e_above_lowest_kcal_mol": 86.5, "fmax_ha_per_bohr": 0.077, "energy_ev": -27327.0247, "orbital_gap_ev": 7.87}